Entry 1:
{"formula": "C2H8", "method": "wB97M-V/def2-TZVPD", "elements": ["C", "H", "H", "H", "H", "C", "H", "H", "H", "H"], "positions_angstrom": [[2.439, -1.227, 2.176], [3.284, -1.615, 1.621], [1.740, -0.918, 1.393], [1.945, -2.128, 2.615], [2.425, -0.729, 3.139], [-2.417, 1.268, -2.180], [-1.420, 1.136, -2.605], [-2.631, 0.378, -1.605], [-2.403, 2.201, -1.615], [-3.165, 1.393, -2.970]], "mulliken_charge": [-4.267, 0.772, 0.645, 0.878, 1.232, -1.985, 0.457, 0.466, 0.404, 0.397], "e_lumo_ev": [3.86, 4.11], "orbital_gap_ev": [2.38, 12.12], "charge": -1, "multiplicity": 2, "de_lowest_kcal_mol": 8.3}



Entry 2:
{"formula": "C30H72N8O6", "method": "wB97M-V/def2-TZVPD", "elements": ["C", "C", "N", "C", "C", "C", "C", "H", "H", "H", "H", "H", "H", "H", "H", "H", "H", "H", "H", "H", "H", "H", "C", "C", "N", "C", "C", "C", "C", "H", "H", "H", "H", "H", "H", "H", "H", "H", "H", "H", "H", "H", "H", "H", "C", "N", "C", "C", "O", "H", "H", "H", "H", "H", "H", "H", "C", "N", "C", "C", "O", "H", "H", "H", "H", "H", "H", "H", "C", "N", "C", "C", "O", "H", "H", "H", "H", "H", "H", "H", "C", "N", "C", "C", "O", "H", "H", "H", "H", "H", "H", "H", "C", "N", "C", "C", "O", "H", "H", "H", "H", "H", "H", "H", "C", "N", "C", "C", "O", "H", "H", "H", "H", "H", "H", "H"], "positions_angstrom": [[3.118, -3.696, 0.120], [2.185, -2.939, -0.890], [1.646, -3.878, -1.794], [2.445, -4.347, -2.930], [2.777, -3.310, -4.004], [0.327, -3.349, -2.346], [-0.733, -3.774, -1.334], [3.827, -2.966, 0.512], [3.622, -4.532, -0.365], [2.629, -4.056, 1.025], [1.376, -2.535, -0.282], [2.894, -2.218, -1.298], [3.408, -4.637, -2.509], [2.083, -5.319, -3.262], [3.452, -3.676, -4.777], [1.963, -2.710, -4.411], [3.305, -2.496, -3.508], [-0.019, -3.959, -3.180], [0.359, -2.327, -2.723], [-0.460, -4.785, -1.030], [-1.684, -3.959, -1.834], [-0.774, -3.020, -0.548], [-3.085, -2.970, 6.925], [-4.021, -2.159, 6.047], [-4.197, -0.773, 6.535], [-5.162, -0.775, 7.625], [-5.341, 0.511, 8.396], [-4.611, 0.111, 5.437], [-3.433, 0.226, 4.380], [-3.551, -3.052, 7.907], [-2.094, -2.517, 6.979], [-2.985, -4.009, 6.612], [-3.444, -2.064, 5.128], [-4.884, -2.748, 5.738], [-6.127, -1.144, 7.277], [-4.812, -1.419, 8.431], [-5.421, 1.424, 7.805], [-6.308, 0.273, 8.840], [-4.703, 0.627, 9.272], [-4.765, 1.113, 5.838], [-5.573, -0.031, 4.945], [-3.655, 1.084, 3.745], [-3.211, -0.588, 3.690], [-2.589, 0.430, 5.039], [0.059, 1.429, -2.537], [-0.950, 1.087, -1.593], [-0.782, 0.786, -0.295], [-2.102, 0.371, 0.500], [0.265, 0.851, 0.322], [-0.087, 2.260, -3.228], [0.232, 0.555, -3.165], [0.938, 1.664, -1.937], [-1.846, 1.071, -2.057], [-1.819, -0.308, 1.304], [-2.700, -0.164, -0.238], [-2.612, 1.263, 0.866], [0.089, 2.081, 3.780], [0.514, 2.626, 2.476], [0.965, 3.834, 2.244], [1.670, 4.016, 0.840], [0.715, 4.773, 2.999], [-0.980, 2.287, 3.819], [0.615, 2.491, 4.642], [0.326, 1.026, 3.915], [0.466, 1.948, 1.730], [2.074, 3.015, 0.686], [2.397, 4.828, 0.854], [1.059, 4.174, -0.048], [-6.345, 1.412, -1.319], [-5.910, 0.268, -2.124], [-4.662, 0.093, -2.539], [-4.269, -1.349, -3.062], [-3.813, 0.900, -2.594], [-6.266, 2.315, -1.924], [-5.623, 1.507, -0.508], [-7.384, 1.400, -0.989], [-6.396, -0.564, -1.821], [-4.242, -1.223, -4.144], [-4.875, -2.202, -2.757], [-3.275, -1.638, -2.721], [5.058, 3.945, -5.710], [4.451, 3.185, -4.675], [4.949, 3.120, -3.423], [4.180, 2.214, -2.447], [5.978, 3.685, -3.053], [6.121, 3.719, -5.795], [4.760, 4.980, -5.547], [4.714, 3.473, -6.631], [3.548, 2.788, -4.891], [4.859, 1.718, -1.753], [3.608, 1.541, -3.084], [3.462, 2.704, -1.789], [3.509, 0.355, 2.055], [3.824, 0.259, 3.409], [3.877, -0.737, 4.208], [3.900, -2.117, 3.604], [3.955, -0.631, 5.398], [4.017, 1.218, 1.625], [2.427, 0.418, 1.939], [3.824, -0.522, 1.488], [3.924, 1.120, 3.928], [2.991, -2.139, 3.002], [3.908, -2.912, 4.349], [4.715, -2.365, 2.924], [0.385, 3.065, -6.839], [1.345, 1.923, -7.070], [2.077, 1.297, -6.089], [2.875, 0.095, -6.540], [2.035, 1.583, -4.901], [-0.112, 3.262, -7.789], [1.052, 3.887, -6.581], [-0.233, 2.802, -5.980], [1.552, 1.807, -8.051], [2.267, -0.781, -6.767], [3.493, -0.272, -5.721], [3.484, 0.359, -7.404]], "mulliken_charge": [-1.262, 0.171, 0.264, -0.877, -0.975, -0.240, -1.233, 0.233, 0.379, 0.273, 0.127, -0.004, 0.319, 0.425, 0.440, 0.256, 0.287, 0.475, -0.066, 0.384, 0.407, 0.200, -1.262, -0.255, 0.115, -0.457, -1.072, -0.690, -1.148, 0.304, 0.293, 0.396, 0.151, 0.331, 0.412, 0.182, 0.328, 0.332, 0.284, 0.344, 0.330, 0.446, 0.309, 0.342, -0.848, 0.215, 0.670, -1.008, -0.813, 0.295, 0.308, 0.035, 0.145, 0.276, 0.226, 0.347, -1.095, 0.369, 0.615, -0.599, -0.712, 0.310, 0.462, 0.311, -0.033, -0.052, 0.405, 0.227, -0.756, -0.245, 0.486, -0.757, -0.682, 0.256, 0.236, 0.341, 0.279, 0.315, 0.395, 0.022, -1.079, 0.088, 0.566, -0.381, -0.686, 0.355, 0.317, 0.336, 0.180, 0.327, 0.010, 0.050, -0.922, -0.059, 0.655, -0.911, -0.682, 0.332, 0.420, 0.149, 0.222, 0.169, 0.351, 0.299, -0.740, -0.208, 0.784, -1.345, -0.674, 0.317, 0.281, 0.192, 0.246, 0.402, 0.256, 0.439], "e_lumo_ev": 0.13, "orbital_gap_ev": 8.69, "charge": 0, "de_lowest_kcal_mol": 67.0, "smiles": "CCN(CC)CC.CCN(CC)CC.CNC(C)=O.CNC(C)=O.CNC(C)=O.CNC(C)=O.CNC(C)=O.CNC(C)=O"}



Entry 3:
{"formula": "C2H3BrFNO3", "method": "wB97M-V/def2-TZVPD", "elements": ["C", "C", "N", "O", "O", "O", "F", "Br", "H", "H", "H"], "positions_angstrom": [[-1.905, 0.635, 1.029], [0.415, -0.153, -1.172], [1.471, 0.010, -0.501], [2.055, -1.193, 0.005], [2.029, 1.031, -0.218], [-0.871, 0.155, 1.341], [-0.177, 0.795, -1.843], [-0.424, -1.827, -1.293], [-2.045, 1.591, 0.583], [-2.888, 0.145, 1.180], [2.340, -1.189, 0.890]], "mulliken_charge": [-0.526, 0.231, 0.819, -0.461, -0.696, -0.181, -0.190, -0.046, 0.390, 0.329, 0.331], "e_lumo_ev": [0.48, -2.70], "orbital_gap_ev": [7.33, 6.42], "charge": 0, "multiplicity": 3}



Entry 4:
{"formula": "C5H11P", "method": "wB97M-V/def2-TZVPD", "elements": ["C", "C", "C", "H", "H", "H", "H", "C", "P", "C", "H", "H", "H", "H", "H", "H", "H"], "positions_angstrom": [[-2.863, -0.853, -1.706], [-2.874, -0.449, -0.577], [-3.066, -0.292, 0.830], [-2.724, -1.192, -2.695], [-3.502, -1.213, 1.128], [-3.680, 0.598, 1.190], [-2.025, -0.164, 1.310], [0.849, 1.174, 0.147], [1.691, -0.481, 0.629], [3.403, -0.288, 0.147], [1.385, 1.676, -0.617], [-0.111, 0.976, -0.283], [0.815, 1.897, 1.061], [1.235, -0.934, -0.604], [3.893, 0.424, 0.860], [4.072, -1.198, -0.008], [3.502, 0.320, -0.812]], "mulliken_charge": [0.033, -0.311, -0.872, 0.428, 0.261, 0.271, 0.205, -0.937, 0.058, -0.826, 0.375, 0.232, 0.248, -0.003, 0.267, 0.311, 0.260], "e_lumo_ev": 1.01, "orbital_gap_ev": 9.96, "charge": 0, "de_lowest_kcal_mol": 52.0, "smiles": "C#CC.CPC"}



Entry 5:
{"formula": "C33H28BN10O4S2Tl", "method": "wB97M-V/def2-TZVPD", "elements": ["Tl", "C", "C", "C", "C", "N", "C", "N", "C", "N", "C", "N", "C", "C", "C", "C", "C", "N", "C", "C", "C", "C", "C", "C", "H", "H", "H", "H", "H", "H", "H", "H", "H", "H", "H", "H", "C", "N", "C", "C", "N", "B", "N", "C", "C", "N", "C", "C", "S", "C", "S", "H", "H", "H", "H", "H", "H", "H", "H", "H", "H", "H", "H", "O", "C", "O", "C", "C", "C", "C", "C", "C", "N", "O", "O", "H", "H", "H", "H"], "positions_angstrom": [[0.980, 0.039, 0.091], [3.686, -0.706, 3.816], [3.428, -2.001, 4.259], [2.714, -2.843, 3.447], [2.256, -2.405, 2.193], [2.492, -1.153, 1.772], [3.193, -0.339, 2.591], [1.570, -3.352, 1.464], [0.921, -3.179, 0.371], [0.754, -2.098, -0.484], [-0.185, -2.470, -1.454], [-0.711, -1.857, -2.445], [-0.265, -0.670, -3.016], [-1.062, -0.140, -4.035], [-0.612, 0.939, -4.755], [0.653, 1.450, -4.471], [1.356, 0.889, -3.429], [0.901, -0.123, -2.665], [-0.600, -3.872, -1.204], [-1.493, -4.682, -1.878], [-1.636, -5.987, -1.416], [-0.898, -6.449, -0.323], [-0.005, -5.615, 0.340], [0.118, -4.323, -0.132], [4.235, 0.011, 4.412], [3.776, -2.338, 5.227], [2.480, -3.860, 3.729], [3.338, 0.669, 2.243], [-2.011, -0.617, -4.238], [-1.220, 1.366, -5.543], [1.080, 2.266, -5.038], [2.338, 1.262, -3.179], [-2.054, -4.305, -2.725], [-2.328, -6.657, -1.911], [-1.027, -7.472, 0.012], [0.568, -5.950, 1.195], [-2.441, 1.884, 2.474], [-1.546, 2.852, 1.848], [-1.931, 4.048, 1.284], [-0.796, 4.704, 0.967], [0.277, 3.920, 1.343], [1.710, 4.592, 1.333], [2.922, 3.592, 1.392], [3.961, 3.718, 2.283], [4.923, 2.831, 1.938], [4.456, 2.164, 0.823], [5.158, 1.109, 0.101], [3.222, 2.626, 0.522], [2.252, 2.119, -0.798], [-0.194, 2.777, 1.857], [0.685, 1.401, 2.410], [-3.460, 2.130, 2.188], [-2.343, 1.940, 3.557], [-2.192, 0.876, 2.167], [-2.966, 4.318, 1.162], [-0.651, 5.667, 0.507], [1.778, 5.237, 0.309], [1.811, 5.286, 2.325], [3.932, 4.444, 3.077], [5.888, 2.624, 2.368], [6.150, 1.008, 0.532], [5.235, 1.372, -0.949], [4.630, 0.163, 0.190], [-1.308, -0.801, 0.783], [-1.777, -0.086, -0.130], [-1.094, 0.813, -0.712], [-3.187, -0.289, -0.594], [-3.975, -1.292, -0.044], [-5.270, -1.496, -0.506], [-5.783, -0.698, -1.518], [-4.969, 0.282, -2.052], [-3.681, 0.506, -1.618], [-5.496, 1.130, -3.152], [-4.694, 1.774, -3.796], [-6.685, 1.075, -3.385], [-3.553, -1.909, 0.739], [-5.881, -2.281, -0.082], [-6.787, -0.825, -1.896], [-3.061, 1.269, -2.067]], "mulliken_charge": [0.883, -1.255, -0.563, -0.521, 0.123, 0.118, 0.194, -0.534, 0.104, -0.237, -0.243, -0.352, 0.391, -0.463, -0.413, -0.920, -0.490, -0.237, 0.404, -0.136, -0.682, -0.665, -0.117, 0.067, 0.527, 0.404, 0.494, 0.393, 0.500, 0.440, 0.428, 0.790, 0.551, 0.417, 0.405, 0.538, -0.805, 0.369, -0.346, -0.899, 0.408, 0.546, 0.265, -0.567, -0.448, 0.370, -0.737, -0.622, -0.254, -0.240, -0.255, 0.302, 0.281, 0.317, 0.475, 0.503, -0.166, -0.200, 0.498, 0.466, 0.306, 0.314, 0.243, -0.812, 1.282, -0.785, 0.110, -0.697, -0.839, -0.531, -0.186, -0.029, 1.039, -0.589, -0.641, 0.531, 0.437, 0.518, 0.722], "e_lumo_ev": -0.62, "orbital_gap_ev": 7.33, "charge": 0}



Entry 6:
{"formula": "C26H53BrCl28NOP", "method": "wB97M-V/def2-TZVPD", "elements": ["C", "C", "P", "Br", "C", "C", "N", "C", "C", "C", "C", "C", "C", "C", "O", "C", "H", "H", "H", "H", "H", "H", "H", "H", "H", "H", "H", "H", "H", "H", "H", "H", "H", "H", "H", "H", "H", "H", "H", "H", "H", "C", "Cl", "Cl", "H", "H", "C", "Cl", "Cl", "H", "H", "C", "Cl", "Cl", "H", "H", "C", "Cl", "Cl", "H", "H", "C", "Cl", "Cl", "H", "H", "C", "Cl", "Cl", "H", "H", "C", "Cl", "Cl", "H", "H", "C", "Cl", "Cl", "H", "H", "C", "Cl", "Cl", "H", "H", "C", "Cl", "Cl", "H", "H", "C", "Cl", "Cl", "H", "H", "C", "Cl", "Cl", "H", "H", "C", "Cl", "Cl", "H", "H", "C", "Cl", "Cl", "H", "H"], "positions_angstrom": [[5.271, 2.506, 2.643], [4.029, 2.556, 2.176], [2.311, 2.273, 1.365], [2.703, 3.952, -0.195], [1.828, 0.962, 2.662], [0.675, 1.627, 3.623], [0.314, 0.715, 4.791], [2.196, 1.057, -0.105], [3.711, 0.446, -0.292], [3.720, -0.931, -1.146], [5.292, -1.420, -1.184], [5.359, -3.038, -1.113], [4.383, -3.731, -2.201], [2.978, -4.282, -1.576], [1.883, -3.621, -2.280], [0.824, -3.214, -1.367], [6.385, 2.237, 2.816], [1.192, 3.074, 1.836], [2.723, 0.674, 3.324], [1.382, -0.010, 2.239], [1.026, 2.645, 4.031], [-0.281, 1.827, 2.980], [0.754, -0.202, 4.544], [-0.703, 0.532, 4.680], [1.901, 1.577, -1.099], [1.481, 0.172, 0.062], [4.142, 0.180, 0.755], [4.376, 1.260, -0.783], [3.270, -0.818, -2.204], [3.156, -1.727, -0.504], [5.788, -0.988, -0.218], [5.851, -0.983, -2.088], [5.147, -3.332, -0.019], [6.453, -3.326, -1.403], [4.934, -4.645, -2.627], [4.133, -3.012, -3.068], [2.886, -5.445, -1.639], [3.016, -4.027, -0.443], [1.195, -2.894, -0.324], [0.196, -2.328, -1.797], [0.082, -4.109, -1.241], [-0.079, -3.381, 2.700], [-0.553, -2.455, 1.272], [1.261, -2.605, 3.550], [-0.932, -3.453, 3.375], [0.230, -4.379, 2.389], [-3.353, -2.267, 4.552], [-2.947, -1.471, 3.027], [-2.371, -1.628, 5.873], [-4.406, -2.095, 4.773], [-3.166, -3.337, 4.456], [0.119, -3.193, -4.851], [0.526, -2.023, -6.113], [-1.120, -2.554, -3.763], [-0.256, -4.103, -5.320], [1.016, -3.418, -4.273], [-4.514, -3.223, -3.128], [-4.891, -4.460, -1.922], [-5.837, -3.034, -4.284], [-4.347, -2.272, -2.621], [-3.612, -3.516, -3.667], [2.187, -5.528, 6.204], [2.403, -6.183, 4.575], [0.809, -4.423, 6.270], [2.015, -6.352, 6.897], [3.089, -4.987, 6.491], [1.096, 6.367, -3.039], [0.630, 7.292, -4.471], [2.436, 7.142, -2.186], [0.240, 6.298, -2.367], [1.404, 5.368, -3.347], [0.221, 9.186, 0.114], [-0.174, 7.980, 1.344], [-1.243, 9.920, -0.554], [0.834, 9.966, 0.566], [0.774, 8.703, -0.692], [-4.110, 10.112, 1.459], [-4.491, 8.877, 2.666], [-5.433, 10.302, 0.302], [-3.944, 11.063, 1.966], [-3.209, 9.817, 0.922], [-5.894, -7.614, -3.865], [-6.271, -8.851, -2.659], [-7.218, -7.425, -5.021], [-5.728, -6.664, -3.358], [-4.993, -7.907, -4.404], [-3.597, 7.774, -4.022], [-3.185, 8.569, -5.546], [-2.627, 8.410, -2.688], [-4.651, 7.946, -3.806], [-3.409, 6.705, -4.118], [2.276, 1.127, 8.001], [3.120, 1.669, 9.457], [3.401, 0.397, 6.848], [1.526, 0.388, 8.281], [1.793, 1.983, 7.532], [-10.447, -5.190, -5.872], [-10.920, -4.263, -7.301], [-9.108, -4.412, -5.021], [-11.300, -5.262, -5.199], [-10.136, -6.187, -6.184], [-0.616, 3.716, 8.144], [-0.411, 4.244, 6.469], [-1.135, 2.028, 8.222], [0.336, 3.819, 8.666], [-1.369, 4.341, 8.623], [3.283, -2.632, -8.668], [3.500, -2.094, -10.338], [2.764, -4.320, -8.603], [4.229, -2.531, -8.137], [2.525, -2.010, -8.191]], "mulliken_charge": [-0.106, -0.404, 0.752, -0.416, -0.088, -0.766, -0.196, -0.753, -0.668, 0.363, -0.790, -0.652, -0.581, -0.446, -0.236, -0.345, 0.329, 0.166, 0.219, -0.118, 0.218, 0.250, 0.053, 0.178, 0.498, 0.118, 0.301, 0.253, 0.368, -0.312, 0.301, 0.307, 0.300, 0.308, 0.345, 0.314, 0.313, 0.187, -0.132, 0.235, 0.363, -0.003, -0.151, -0.149, -0.079, 0.357, -0.375, -0.110, -0.115, 0.330, 0.271, 0.231, -0.189, -0.149, 0.323, -0.165, 0.028, -0.187, -0.145, 0.327, -0.041, -0.308, -0.149, -0.102, 0.309, 0.257, -0.242, -0.152, -0.177, 0.254, 0.299, 0.084, -0.146, -0.180, 0.341, -0.124, 0.327, -0.165, -0.168, 0.281, -0.259, 0.215, -0.166, -0.124, -0.193, 0.281, -0.366, -0.153, -0.033, 0.302, 0.255, 0.112, -0.183, -0.163, 0.273, -0.083, -0.249, -0.160, -0.087, 0.293, 0.204, -0.335, -0.116, -0.123, 0.245, 0.335, -0.031, -0.157, -0.149, 0.266, 0.070], "e_lumo_ev": 0.08, "orbital_gap_ev": 9.19, "charge": 0}



> Look up the charge of the sixth one.

0



> What is the charge in the second record?

0